1.
48
Properties=species:S:1:pos:R:3 method="wB97M-V/def2-TZVPD" mol_weight_g_mol=288.240 multiplicity=1 homo_lumo_gap_ev=9.668 e_lumo_ev=-0.49 total_charge=0 e_above_lowest_kcal_mol=199.73 homo_energy_ev=-10.15
O 0.7174 0.8843 -1.9892
H 1.4052 1.4999 -1.9481
H 0.2972 0.3451 -1.3776
O -4.9918 2.6765 1.3922
H -4.6187 2.1313 0.6637
H -4.6373 2.1130 2.0554
O 2.7067 2.7637 1.2534
H 3.1094 3.0630 0.4402
H 2.9227 3.5423 1.7713
O -0.5856 -1.4053 3.6737
H -0.2647 -1.2345 2.7581
H -1.4618 -1.0666 3.7418
O 0.3712 4.2157 -1.6021
H 0.4873 3.2591 -1.4161
H -0.6187 4.1654 -1.6001
O 0.0561 -0.7792 0.6914
H 0.2295 -0.7346 -0.2749
H 0.1707 0.0091 1.2688
O 2.9904 4.6675 -1.3224
H 2.8022 4.4470 -2.3151
H 2.0282 4.9354 -1.0120
O -1.4859 1.8646 -1.0325
H -1.6914 1.6564 -0.0668
H -2.1105 1.2666 -1.5441
O 1.3622 -3.3978 0.0751
H 0.3995 -3.4769 -0.3014
H 1.9060 -3.4931 -0.6662
O 1.7572 -3.8567 -2.5954
H 1.3918 -3.6639 -3.4530
H 2.6546 -3.5460 -2.8457
O 0.9565 0.6944 2.8511
H 1.3774 -0.0310 3.3937
H 1.7049 1.3326 3.0435
O -2.0565 -4.5972 -0.4597
H -1.1701 -4.6724 -0.8218
H -2.2711 -3.6855 -0.2349
O 2.0294 -4.4668 2.4610
H 1.5097 -3.7220 2.2025
H 2.9065 -4.2356 2.0391
O -1.6909 2.6899 -3.2641
H -1.3311 1.8108 -3.1532
H -1.9754 2.5072 -4.2822
O -3.8024 -0.0299 -1.8226
H -3.6247 -0.3954 -2.7169
H -4.6304 0.4479 -1.7353
O 1.9159 -1.9314 3.3752
H 1.3806 -2.2854 4.1252
H 1.4727 -2.2819 2.5767

***

2.
8
Properties=species:S:1:pos:R:3 method="wB97M-V/def2-TZVPD" mol_weight_g_mol=168.934 multiplicity=3 homo_lumo_gap_ev="6.724 / 6.765" e_lumo_ev="0.08 / -3.09" total_charge=0 e_above_lowest_kcal_mol=50.81 homo_energy_ev="-6.65 / -9.86"
C 1.0729 -0.4801 -0.3161
N 1.0494 -1.6660 -0.3290
N -1.1701 0.9766 0.3526
O -1.0874 0.3188 1.3537
O 0.7118 -2.7895 -0.1617
O -1.5593 0.6500 -0.7348
Br 2.0651 0.9667 -0.7584
H -1.0824 2.0234 0.5937

***

3.
13
Properties=species:S:1:pos:R:3 method="wB97M-V/def2-TZVPD" mol_weight_g_mol=98.105 multiplicity=1 homo_lumo_gap_ev=8.013 e_lumo_ev=1.02 total_charge=0 e_above_lowest_kcal_mol=110.95 homo_energy_ev=-6.99
N 1.6651 1.0585 -0.2794
C 0.5443 0.2157 -0.2978
C -0.5435 0.1160 0.4988
N -1.1026 0.8767 1.4772
C -1.1018 -1.2033 -0.0284
O 0.0645 -2.1018 -0.1846
C 0.2829 -1.0626 -1.0300
H 2.4727 0.6981 -0.7715
H 1.4729 2.0076 -0.5724
H -1.7387 0.3933 2.0948
H -0.5035 1.5647 1.9106
H -1.9244 -1.2924 -0.7294
H 0.4120 -1.2706 -2.0877

***

4.
10
Properties=species:S:1:pos:R:3 method="wB97M-V/def2-TZVPD" mol_weight_g_mol=97.077 multiplicity=1 homo_lumo_gap_ev=9.236 e_lumo_ev=-0.23 total_charge=0 e_above_lowest_kcal_mol=46.64 homo_energy_ev=-9.47
H 1.6997 2.2636 0.2363
N 0.6841 2.1269 0.1395
N 0.5148 0.9044 0.0040
C -0.8301 0.5312 -0.1355
C -1.1356 -0.7715 -0.1339
N -0.2168 -1.8014 0.0005
C 1.0000 -1.7573 0.1216
O 2.1514 -1.8998 0.2392
H -1.6021 1.2869 -0.2248
H -2.1700 -1.0816 -0.2293

***

5.
86
Properties=species:S:1:pos:R:3 method="wB97M-V/def2-TZVPD" mol_weight_g_mol=779.100 multiplicity=2 homo_lumo_gap_ev="6.567 / 5.413" e_lumo_ev="-3.45 / -4.41" total_charge=+1 e_above_lowest_kcal_mol=2.42 homo_energy_ev="-10.02 / -9.82"
Ru -0.0900 0.1604 0.1334
S -0.1406 0.4451 2.4529
C 0.4950 2.0599 2.7368
C 0.8929 2.4209 4.0242
C 1.4252 3.6735 4.2708
C 1.5792 4.5895 3.2389
C 1.1761 4.2525 1.9578
C 0.6225 3.0035 1.7169
S 0.0266 2.6207 0.0828
C -1.3571 3.8376 0.0154
C -2.6294 3.1882 -0.4242
C -3.4808 3.6819 -1.4040
C -4.6269 2.9561 -1.6884
C -4.8665 1.7605 -1.0288
C -3.9442 1.3484 -0.0784
C -3.9833 0.0506 0.6571
S -2.4286 -0.8718 0.3901
C -2.7341 -1.4050 -1.2895
C -3.7511 -2.3252 -1.5271
C -4.0419 -2.7244 -2.8171
C -3.3080 -2.2042 -3.8805
C -2.2842 -1.3078 -3.6477
C -1.9769 -0.9010 -2.3442
S -0.6485 0.2153 -2.1167
N -2.8782 2.0686 0.2333
H 0.7890 1.7026 4.8281
H 1.7316 3.9349 5.2755
H 2.0142 5.5610 3.4329
H 1.3014 4.9498 1.1381
H -1.0298 4.6429 -0.6382
H -1.4775 4.2258 1.0250
H -3.2512 4.5958 -1.9349
H -5.3183 3.3076 -2.4435
H -5.7318 1.1552 -1.2651
H -4.7863 -0.6055 0.3309
H -4.0709 0.2133 1.7312
H -4.2989 -2.7401 -0.6887
H -4.8304 -3.4431 -2.9963
H -3.5328 -2.5085 -4.8944
H -1.7026 -0.9127 -4.4710
C 3.7101 0.7828 2.2451
C 3.6672 1.6520 1.0182
C 4.4892 2.7710 0.9547
C 4.5494 3.5496 -0.1881
C 3.8070 3.2017 -1.3025
C 2.9640 2.0965 -1.2893
C 2.1999 1.7149 -2.5220
C 2.8809 1.3579 -0.1068
N 2.0145 0.2158 -0.0495
C 2.5699 -0.9472 -0.0912
C 4.0164 -1.1718 -0.3792
C 1.6939 -2.1190 0.1387
C 2.3282 -3.4657 0.2606
N 0.4304 -1.9015 0.2483
C -0.4329 -3.0480 0.2876
C -1.0044 -3.4684 1.4916
C -0.7501 -2.7630 2.7875
C -1.8409 -4.5785 1.4574
C -2.1021 -5.2430 0.2718
C -1.4992 -4.8258 -0.9014
C -0.6418 -3.7315 -0.9170
C 0.0744 -3.3752 -2.1908
H 3.9235 1.3906 3.1226
H 4.5154 0.0469 2.1604
H 2.7771 0.2498 2.4229
H 5.0931 3.0251 1.8173
H 5.1983 4.4154 -0.2206
H 3.8872 3.7852 -2.2117
H 2.6934 2.1118 -3.4076
H 1.1860 2.1195 -2.4944
H 2.1090 0.6332 -2.6346
H 4.5131 -0.2542 -0.6805
H 4.1117 -1.9078 -1.1790
H 4.5292 -1.5783 0.4942
H 3.1299 -3.4180 0.9993
H 2.7794 -3.7685 -0.6869
H 1.6120 -4.2239 0.5618
H 0.2712 -2.3879 2.8650
H -0.9365 -3.4343 3.6240
H -1.4142 -1.9026 2.8949
H -2.2894 -4.9222 2.3814
H -2.7628 -6.1004 0.2669
H -1.6830 -5.3583 -1.8268
H -0.5487 -3.6199 -3.0509
H 0.9961 -3.9590 -2.2831
H 0.3323 -2.3184 -2.2516

***

6.
76
Properties=species:S:1:pos:R:3 method="wB97M-V/def2-TZVPD" mol_weight_g_mol=585.651 multiplicity=1 homo_lumo_gap_ev="7.021 / 5.012" e_lumo_ev="-0.17 / 0.04" total_charge=0 e_above_lowest_kcal_mol=5.60 homo_energy_ev="-7.19 / -4.98"
Sc -0.6360 0.1222 1.1968
C 0.5307 2.5317 4.5645
C 0.6300 3.8607 4.0782
C 0.2244 4.1455 2.8168
C -0.3166 3.1318 1.9543
N -0.3784 1.8472 2.4444
C 0.0331 1.5934 3.7153
N -0.7039 3.5207 0.7448
C -1.3711 2.7672 -0.1314
N -1.7767 1.4616 0.0198
C -2.5012 1.0795 -1.0777
N -3.1536 -0.0611 -1.2539
C -3.2508 -0.9926 -0.2976
C -4.2601 -1.9785 -0.4868
C -4.5173 -2.9126 0.4685
C -3.7615 -2.9179 1.6554
C -2.7595 -1.9995 1.7627
N -2.4754 -1.0617 0.8232
C -2.5176 2.1783 -2.0188
C -3.0971 2.3257 -3.2810
C -2.9429 3.5334 -3.9262
C -2.2329 4.5946 -3.3249
C -1.6710 4.4616 -2.0753
C -1.8146 3.2348 -1.4171
H 0.8407 2.2598 5.5620
H 1.0274 4.6438 4.7116
H 0.2764 5.1442 2.4073
H -0.0432 0.5555 4.0305
H -4.8231 -1.9224 -1.4070
H -5.2983 -3.6468 0.3145
H -3.9185 -3.6456 2.4378
H -2.0998 -2.0115 2.6241
H -3.6510 1.5102 -3.7277
H -3.3782 3.6781 -4.9071
H -2.1388 5.5329 -3.8575
H -1.1389 5.2767 -1.6023
C 0.7868 -2.5260 -0.3244
C 0.8860 -2.8496 1.1717
C 2.3354 -3.2760 1.4710
C 0.5183 -1.6151 1.9766
C -0.0655 -3.9848 1.5671
C -0.8816 -4.6366 0.6478
C -1.7625 -5.6344 1.0474
C -1.8508 -5.9999 2.3789
C -1.0453 -5.3568 3.3113
C -0.1677 -4.3650 2.9082
H 1.4876 -1.7241 -0.5581
H -0.2208 -2.1944 -0.6033
H 1.0419 -3.3803 -0.9552
H 3.0217 -2.4584 1.2376
H 2.6164 -4.1477 0.8740
H 2.4626 -3.5299 2.5234
H 0.8765 -1.7358 3.0085
H -0.8604 -4.3586 -0.3961
H -2.3884 -6.1184 0.3079
H -2.5400 -6.7739 2.6916
H -1.1035 -5.6279 4.3582
H 0.4447 -3.8709 3.6529
N 1.0491 0.8784 -0.0865
C 1.8598 1.2660 -0.8130
N 2.7592 1.7053 -1.6432
C 4.1900 1.6409 -1.2962
C 4.9451 2.5804 -2.2204
C 4.7931 2.1695 -3.6907
C 3.4031 1.5788 -3.9826
C 2.3623 2.1045 -3.0091
H 4.5506 0.6137 -1.4048
H 4.3018 1.9352 -0.2533
H 5.9957 2.5953 -1.9304
H 4.5631 3.5920 -2.0662
H 5.5579 1.4363 -3.9513
H 4.9697 3.0413 -4.3219
H 3.4271 0.4897 -3.9007
H 3.0890 1.8110 -5.0000
H 1.3746 1.6918 -3.2070
H 2.2827 3.1935 -3.0597

***

7.
14
Properties=species:S:1:pos:R:3 method="wB97M-V/def2-TZVPD" mol_weight_g_mol=73.119 multiplicity=1 homo_lumo_gap_ev=4.097 e_lumo_ev=-9.03 total_charge=+1 e_above_lowest_kcal_mol=144.52 homo_energy_ev=-13.12
C -0.4437 -1.2960 1.6550
C 0.4588 -0.8503 0.5150
C -0.0239 -0.0835 -0.4330
N -1.5489 2.8984 -2.0242
N 1.7853 -1.2505 0.6061
H -0.2340 -0.7568 2.5800
H -0.1005 -2.3179 1.8592
H -1.4664 -1.2750 1.2834
H 0.3773 0.1120 -1.4372
H -0.9471 2.2143 -1.5876
H -2.3307 3.1798 -1.4634
H -0.9440 3.6397 -2.3411
H 2.3610 -0.8159 -0.1099
H 1.9016 -2.2571 0.5643

***

8.
56
Properties=species:S:1:pos:R:3 method="wB97M-V/def2-TZVPD" mol_weight_g_mol=439.537 multiplicity=1 homo_lumo_gap_ev=8.620 e_lumo_ev=0.13 total_charge=0 e_above_lowest_kcal_mol=0.78 homo_energy_ev=-8.49
C 7.9760 -1.1796 0.3192
C 7.2744 -1.1820 -1.0258
O 5.9021 -0.8524 -0.8189
C 5.1287 -0.8365 -1.9141
O 5.5495 -1.0862 -3.0197
C 3.7239 -0.4868 -1.6158
C 3.2795 -0.2490 -0.3172
C 1.9581 0.0649 -0.0829
C 1.0533 0.1481 -1.1459
N -0.2544 0.5195 -0.9682
C -1.0680 0.0670 -0.1166
S -0.6312 -1.3101 0.9588
C -2.3010 -2.0360 1.0517
C -2.7223 -2.4204 -0.3688
O -3.6225 -1.8513 -0.9461
N -1.9863 -3.4128 -0.9003
C -2.1651 -3.8680 -2.2578
C -3.2180 -0.9969 1.6547
C -3.3744 0.2351 0.7899
O -4.3865 0.8896 0.8275
N -2.3113 0.6246 -0.0108
C -2.5190 1.8312 -0.8111
C -1.7754 3.0295 -0.2019
C -2.0540 3.0997 1.2733
C -3.2262 3.6724 1.7484
C -3.5207 3.6527 3.0993
C -2.6482 3.0554 3.9932
C -1.4740 2.4873 3.5305
C -1.1803 2.5111 2.1785
C 1.5069 -0.0668 -2.4517
C 2.8238 -0.3903 -2.6788
H 9.0251 -1.4258 0.1842
H 7.5208 -1.9121 0.9805
H 7.8971 -0.1987 0.7803
H 7.7159 -0.4464 -1.7081
H 7.3339 -2.1654 -1.5067
H 3.9761 -0.3154 0.5036
H 1.6155 0.2651 0.9220
H -2.2127 -2.9202 1.6870
H -1.2079 -3.7872 -0.3798
H -1.2797 -3.6494 -2.8576
H -3.0220 -3.3385 -2.6705
H -2.3567 -4.9415 -2.2761
H -4.2216 -1.4010 1.8028
H -2.8331 -0.6732 2.6268
H -3.5940 2.0135 -0.8131
H -2.1666 1.6366 -1.8247
H -0.7050 2.9155 -0.3785
H -2.1188 3.9343 -0.7043
H -3.9159 4.1277 1.0534
H -4.4377 4.0979 3.4558
H -2.8816 3.0334 5.0476
H -0.7862 2.0221 4.2224
H -0.2602 2.0685 1.8203
H 0.8028 0.0093 -3.2659
H 3.1882 -0.5716 -3.6787

***

9.
5
Properties=species:S:1:pos:R:3 method="wB97M-V/def2-TZVPD" mol_weight_g_mol=54.124 multiplicity=1 homo_lumo_gap_ev=7.602 e_lumo_ev=-1.07 total_charge=0 e_above_lowest_kcal_mol=92.71 homo_energy_ev=-8.67
C 0.7171 -0.3020 0.0050
C 0.1614 1.6590 0.1132
Si -1.0342 0.3608 -0.0087
H 1.8186 -0.8314 0.3928
H -1.6630 -0.8864 -0.5023

***

10.
10
Properties=species:S:1:pos:R:3 method="wB97M-V/def2-TZVPD" mol_weight_g_mol=111.031 multiplicity=1 homo_lumo_gap_ev="9.059 / 7.468" e_lumo_ev="-0.83 / -1.06" total_charge=0 e_above_lowest_kcal_mol=77.00 homo_energy_ev="-9.89 / -8.53"
C 0.1941 -0.0312 -0.4046
C -0.4058 0.4008 -1.7844
N -0.1490 -1.0216 0.1834
F -1.1448 -0.5269 -2.4771
F 0.5521 0.6923 3.1683
P 1.0384 -0.8508 3.0590
H 0.8687 0.8455 -0.2194
H -1.1618 1.3204 -1.6543
H 0.3891 0.5439 -2.6189
H -0.1809 -1.3723 2.7480

***

11.
10
Properties=species:S:1:pos:R:3 method="wB97M-V/def2-TZVPD" mol_weight_g_mol=132.988 multiplicity=1 homo_lumo_gap_ev=9.719 e_lumo_ev=0.71 total_charge=0 e_above_lowest_kcal_mol=49.44 homo_energy_ev=-9.01
C -1.0446 -1.0067 -0.2321
C -0.0052 0.0054 -0.1351
C 1.2704 0.2466 -0.2841
Br 3.0692 -0.0368 -0.1924
C 0.1354 1.3090 0.4733
H -1.3204 -1.4679 0.6995
H -0.4907 -1.7503 -0.8491
H -2.0175 -0.8688 -0.7879
H 0.0330 2.2320 -0.1984
H 0.3704 1.3374 1.5062

***

12.
14
Properties=species:S:1:pos:R:3 method="wB97M-V/def2-TZVPD" mol_weight_g_mol=106.124 multiplicity=1 homo_lumo_gap_ev=9.106 e_lumo_ev=0.96 total_charge=0 e_above_lowest_kcal_mol=80.04 homo_energy_ev=-8.15
C 1.9584 0.0213 -0.0333
C 1.1677 1.0574 -0.0897
C -0.1926 0.6545 -0.2059
C -1.6159 1.1012 0.0426
C -2.2263 -0.1631 0.1565
O -1.5612 -1.2797 -0.2049
C -0.2620 -0.7070 -0.0883
C 1.0417 -1.2067 0.0259
H 3.0511 -0.0773 0.4766
H 1.2543 2.2157 -0.1227
H -2.0304 2.2522 -0.1529
H -3.4173 -0.1391 0.2654
H 1.2350 -1.7215 -0.9027
H 1.5975 -2.0079 0.8335

***

13.
13
Properties=species:S:1:pos:R:3 method="wB97M-V/def2-TZVPD" mol_weight_g_mol=85.106 multiplicity=1 homo_lumo_gap_ev=9.908 e_lumo_ev=0.09 total_charge=0 e_above_lowest_kcal_mol=83.26 homo_energy_ev=-9.82
O -0.0892 -0.6876 -3.1278
C 0.2433 -0.6586 -1.9751
N -0.2279 0.3306 -1.0679
C 0.2441 0.2159 0.1013
C 0.2995 0.7823 1.4397
C 1.1282 -0.4644 1.0599
H 0.9457 -1.4009 -1.5377
H 0.8213 1.7290 1.5651
H -0.5473 0.6374 2.1079
H 0.8110 -1.4165 1.4811
H 2.2041 -0.3548 0.9421
H -2.5620 0.6831 -0.6618
H -3.2023 0.6466 -0.2836

***

14.
6
Properties=species:S:1:pos:R:3 method="wB97M-V/def2-TZVPD" mol_weight_g_mol=36.030 multiplicity=1 homo_lumo_gap_ev=11.451 e_lumo_ev=0.59 total_charge=0 e_above_lowest_kcal_mol=1.05 homo_energy_ev=-10.86
O 0.1482 0.2885 -1.0781
H -0.0945 0.8491 -1.8150
H 0.7025 -0.3894 -1.4646
O -0.2367 -0.0213 1.7693
H -0.2877 -0.9766 1.7372
H -0.2317 0.2497 0.8512

***

15.
17
Properties=species:S:1:pos:R:3 method="wB97M-V/def2-TZVPD" mol_weight_g_mol=89.138 multiplicity=1 homo_lumo_gap_ev=7.276 e_lumo_ev=0.66 total_charge=0 e_above_lowest_kcal_mol=133.11 homo_energy_ev=-6.62
C 0.5859 -0.9016 0.3382
C 1.3971 0.0043 -0.4369
C -1.7826 0.4545 0.0340
C 1.8492 1.3120 0.1700
N -0.9975 -0.6779 -0.4831
O -1.7783 -1.8993 -0.5507
H -2.2650 -2.0840 0.2642
H 0.3668 -0.6678 1.3800
H 0.7548 -1.9672 0.1908
H 2.1334 -0.4646 -1.0846
H -0.2685 -0.3452 -1.2690
H -1.9658 0.3381 1.1039
H -2.7261 0.5154 -0.5041
H -1.2044 1.3595 -0.1396
H 1.0916 1.7492 0.8289
H 2.7666 1.2239 0.7694
H 2.0426 2.0510 -0.6114

***

16.
41
Properties=species:S:1:pos:R:3 method="wB97M-V/def2-TZVPD" mol_weight_g_mol=686.334 multiplicity=1 homo_lumo_gap_ev=6.171 e_lumo_ev=-0.54 total_charge=0 e_above_lowest_kcal_mol=12.13 homo_energy_ev=-6.71
Ir -0.2450 -0.1880 0.3971
N 3.4882 1.9071 -0.2245
C 2.1996 1.4770 -0.0816
S 1.9875 -0.1715 0.4887
N 1.2433 2.2867 -0.3840
N -0.0227 1.7142 -0.2747
C -0.9857 2.5335 -0.5299
C -2.3899 2.2255 -0.5746
C -3.2732 3.3096 -0.7120
C -4.6356 3.1325 -0.7373
C -5.1487 1.8380 -0.6189
C -4.3111 0.7528 -0.4977
C -2.9113 0.9079 -0.4956
O -2.1600 -0.1688 -0.4590
H 4.1981 1.4025 0.2756
H 3.6194 2.8997 -0.3258
H -0.6843 3.5545 -0.7490
H -2.8544 4.3064 -0.7894
H -5.2993 3.9798 -0.8384
H -6.2209 1.6844 -0.6151
H -4.7063 -0.2500 -0.3949
C -2.4246 -2.8490 -2.5495
N -2.0227 -2.8602 -1.1549
C -0.7610 -2.8499 -0.7616
N 0.2133 -3.1089 -1.6338
S -0.3660 -2.5236 0.8964
H -3.5086 -2.8897 -2.5986
H -2.0357 -3.7270 -3.0663
H -2.0847 -1.9374 -3.0481
H -2.6379 -2.4117 -0.4897
H 0.0511 -3.1512 -2.6262
H 1.1581 -3.0014 -1.3024
Te -1.7184 0.2898 2.4598
C -0.3977 -0.0543 4.0506
C -0.7639 -0.4412 5.3102
C 0.3309 -0.5089 6.2156
C 1.5113 -0.1830 5.6243
S 1.2942 0.2195 3.9733
H -1.7832 -0.6788 5.5816
H 0.2402 -0.8005 7.2523
H 2.4941 -0.1698 6.0674

***

17.
7
Properties=species:S:1:pos:R:3 method="wB97M-V/def2-TZVPD" mol_weight_g_mol=227.990 multiplicity=8 homo_lumo_gap_ev="8.278 / 8.529" e_lumo_ev="-10.09 / -9.85" total_charge=+2 e_above_lowest_kcal_mol=0.00 homo_energy_ev="-18.36 / -18.38"
O 1.0970 0.7919 -0.7724
C 0.5258 -0.8046 -0.4738
C 0.4818 0.4400 0.2489
O -0.6803 0.4608 0.7250
Eu -2.3421 1.9102 1.8343
F -0.1964 -1.1710 -1.5016
H 1.1142 -1.6273 -0.0604